{
  "formula": "C4H6OS",
  "method": "ωB97M-V with the def2-TZVPD basis set",
  "homo_lumo_gap_ha": 0.3742,
  "total_energy_ha": -629.33909,
  "spin_multiplicity": 1,
  "e_homo_ev": -9.5,
  "smiles": "C#C[C@@H](O)CS",
  "species": ["C", "C", "C", "O", "C", "S", "H", "H", "H", "H", "H", "H"],
  "positions_angstrom": [[0.60926, -1.83643, 1.91722], [0.24675, -1.03476, 1.09239], [-0.48147, -0.11966, 0.11504], [-1.41109, 0.70707, 0.71731], [0.65012, 0.76302, -0.48618], [-0.04827, 1.52765, -2.03694], [0.96053, -2.53438, 2.68229], [-0.82396, -0.70243, -0.72642], [-2.01580, 0.94580, -0.03390], [1.66212, 0.18534, -0.62314], [0.83742, 1.62768, 0.23647], [-0.18562, 0.47109, -2.85415]],
  "forces_ev_per_a": [[0.344, -0.090, 0.249], [-1.689, -0.018, 0.133], [3.765, -0.355, 0.636], [-1.693, -0.058, -0.970], [1.129, 0.072, -0.201], [0.527, 0.415, 0.514], [-0.269, 0.703, -0.820], [-0.667, -0.485, 0.069], [0.617, 0.032, 1.205], [-2.044, 1.114, -0.045], [-0.238, -1.098, -1.114], [0.219, -0.230, 0.343]],
  "lowdin_charge": [0.1128, -0.0764, -0.5277, -0.0353, -0.4880, 0.6818, 0.0420, 0.1170, 0.1102, 0.1140, 0.1017, -0.1522]
}

{
  "formula": "C4H6OS",
  "method": "ωB97M-V with the def2-TZVPD basis set",
  "homo_lumo_gap_ha": 0.3239,
  "total_energy_ha": -629.34140,
  "spin_multiplicity": 1,
  "e_homo_ev": -9.1,
  "smiles": "O[C@H]1CCC1=S",
  "species": ["O", "C", "C", "C", "C", "S", "H", "H", "H", "H", "H", "H"],
  "positions_angstrom": [[0.44909, 2.08352, -0.11890], [-0.04655, 0.85238, 0.34879], [-1.07991, -0.12472, -0.43664], [-0.12360, -1.29087, 0.08145], [0.95624, -0.28341, 0.19148], [2.57533, -0.15690, -0.11746], [1.55177, 2.08976, -0.27360], [-0.40585, 0.81733, 1.35339], [-0.89032, -0.10386, -1.49855], [-2.05593, -0.19220, -0.14385], [-0.54080, -1.39978, 1.09323], [-0.38946, -2.29125, -0.47933]],
  "forces_ev_per_a": [[2.456, 0.153, -0.169], [1.367, -0.591, -1.980], [4.685, 0.290, -0.411], [-3.379, -1.375, -0.325], [1.771, -0.008, -0.655], [-1.888, -0.271, 0.316], [-4.288, -0.893, 0.817], [-0.151, 0.710, 1.014], [-0.434, 0.508, -0.359], [-2.497, 0.167, 0.657], [0.508, -0.490, 0.096], [1.852, 1.801, 1.000]],
  "lowdin_charge": [-0.1091, -0.3759, -0.0656, -0.1754, -0.7225, 0.7269, 0.1426, 0.1367, 0.1065, 0.0682, 0.1122, 0.1554]
}

{
  "formula": "C4H6OS",
  "method": "ωB97M-V with the def2-TZVPD basis set",
  "homo_lumo_gap_ha": 0.3444,
  "total_energy_ha": -629.40058,
  "spin_multiplicity": 1,
  "e_homo_ev": -8.8,
  "species": ["C", "C", "C", "C", "H", "H", "H", "H", "H", "H", "O", "S"],
  "positions_angstrom": [[-1.48155, -0.43609, -0.44758], [-0.32268, -0.20674, 0.47953], [0.66393, 0.93453, 0.10733], [1.67782, -0.18130, 0.12448], [-2.06379, 0.51421, -0.51056], [-2.17006, -1.21619, -0.17038], [-1.08577, -0.72077, -1.34664], [-0.57840, -0.26470, 1.56766], [0.53043, 1.36322, -0.84944], [0.80620, 1.70080, 0.87317], [0.75519, -1.16421, 0.31361], [3.26869, -0.32275, -0.14119]],
  "forces_ev_per_a": [[-1.060, 1.426, 2.052], [-0.400, 0.322, 1.121], [-0.160, -0.753, 1.920], [0.438, -0.380, -0.760], [0.421, -0.694, -0.199], [-0.132, -0.333, 0.530], [0.860, -0.348, -2.689], [-0.062, 0.431, -0.896], [-0.190, 0.437, -1.025], [0.047, -0.045, -0.222], [0.874, -0.073, -0.123], [-0.636, 0.009, 0.292]],
  "lowdin_charge": [-0.0289, -0.3295, -0.0813, -0.8600, 0.1083, 0.0788, 0.0556, 0.1580, 0.1074, 0.1231, -0.0371, 0.7053]
}

{
  "formula": "C4H6OS2",
  "method": "ωB97M-V with the def2-TZVPD basis set",
  "homo_lumo_gap_ha": 0.3150,
  "total_energy_ha": -1027.59371,
  "spin_multiplicity": 1,
  "e_homo_ev": -8.7,
  "smiles": "CC(=S)SCC=O",
  "species": ["C", "C", "S", "S", "C", "C", "O", "H", "H", "H", "H", "H", "H"],
  "positions_angstrom": [[2.40157, -1.44033, -0.01860], [1.38448, -0.27274, -0.03550], [1.85439, 1.29991, -0.04488], [-0.33411, -0.79331, 0.09311], [-1.26075, 0.81686, 0.06333], [-2.78165, 0.52140, 0.04315], [-3.15559, -0.61005, -0.17832], [3.37773, -1.08020, -0.23889], [2.06683, -2.20022, -0.77713], [2.42830, -1.89546, 0.98136], [-0.99681, 1.44133, -0.81275], [-0.99478, 1.38715, 0.97855], [-3.42303, 1.37104, 0.20940]],
  "forces_ev_per_a": [[-2.067, -0.274, -0.388], [-0.219, 0.225, 0.569], [-0.141, -0.750, -0.148], [0.738, 0.841, -0.442], [-0.110, -0.059, 0.515], [2.171, -1.973, -0.535], [-0.490, 1.150, 0.312], [0.649, 0.371, -0.316], [0.456, 0.536, 0.794], [-0.202, 0.023, -0.283], [0.022, -0.387, 0.402], [-0.131, -0.202, -0.584], [-0.676, 0.499, 0.103]],
  "lowdin_charge": [-0.1825, -1.1171, 0.6450, 0.8914, -0.4343, -0.2904, 0.0085, 0.0447, 0.0872, 0.0801, 0.0785, 0.0770, 0.1120]
}

{
  "formula": "C4H6OS2",
  "method": "ωB97M-V with the def2-TZVPD basis set",
  "homo_lumo_gap_ha": 0.2857,
  "total_energy_ha": -1027.46473,
  "spin_multiplicity": 1,
  "e_homo_ev": -8.8,
  "smiles": "OCC(=S)[C@@H]1CS1",
  "species": ["O", "C", "C", "S", "C", "C", "S", "H", "H", "H", "H", "H", "H"],
  "positions_angstrom": [[0.88568, 2.32442, 0.30032], [1.59709, 1.00811, -0.26719], [0.70297, -0.16732, 0.09540], [1.51974, -1.64944, -0.10742], [-0.60855, 0.15247, 0.54445], [-1.74853, -0.81593, 0.81605], [-2.06724, 0.16546, -0.60300], [1.75003, 3.08351, 0.07687], [2.64605, 0.86215, 0.21617], [1.72898, 1.04146, -1.49149], [-0.51287, 1.37817, 0.83564], [-1.33921, -1.92461, 0.54473], [-2.25636, -0.35628, 1.64996]],
  "forces_ev_per_a": [[6.381, 1.174, -2.705], [0.080, 1.660, -0.612], [2.978, -2.143, -1.406], [-1.853, 1.806, 0.517], [-0.932, 3.646, 0.026], [2.746, -0.956, -0.342], [0.293, 0.078, -1.230], [-4.203, -3.245, 1.138], [-1.981, 0.493, -0.869], [-0.489, 0.199, 3.208], [-0.884, -3.818, 0.254], [-1.599, 2.571, 1.443], [-0.538, -1.464, 0.579]],
  "lowdin_charge": [-0.2542, -0.2379, -0.7790, 0.6715, -0.6054, -0.4658, 0.8219, 0.2125, 0.1178, 0.1664, 0.1616, 0.1255, 0.0652]
}

{
  "formula": "C4H6OS2",
  "method": "ωB97M-V with the def2-TZVPD basis set",
  "homo_lumo_gap_ha": 0.3492,
  "total_energy_ha": -1027.48233,
  "spin_multiplicity": 1,
  "e_homo_ev": -8.8,
  "smiles": "S[C@H]1[C@@H]2OCS[C@@H]12",
  "species": ["S", "C", "C", "O", "C", "S", "C", "H", "H", "H", "H", "H", "H"],
  "positions_angstrom": [[-2.90111, -0.78329, 0.01284], [-1.49777, 0.28069, 0.45913], [-0.14980, -0.33827, 0.49606], [1.08847, -0.10977, 1.08803], [1.97720, -0.06065, -0.05144], [0.90431, 0.39032, -1.61043], [-0.33310, 0.83343, -0.44844], [-2.23227, -1.53036, -0.90130], [-1.75059, 1.03146, 1.20523], [-0.13697, -1.23408, -0.10471], [2.48231, -1.00954, -0.22666], [2.66915, 0.74171, 0.11673], [-0.11983, 1.78835, -0.03503]],
  "forces_ev_per_a": [[0.445, 0.308, -0.087], [0.353, -0.869, -0.216], [-0.043, 1.213, -0.269], [0.669, -0.514, 0.189], [-0.592, 0.096, -0.104], [0.380, -0.076, -0.007], [-1.389, -0.654, -0.381], [-0.150, 0.297, 0.311], [-0.168, -0.063, -0.347], [-0.159, -0.477, 0.202], [-0.113, -0.037, 0.011], [0.435, 0.239, 0.129], [0.331, 0.535, 0.569]],
  "lowdin_charge": [0.7406, -0.5161, -0.4531, -0.1141, -0.3297, 0.8736, -0.5365, -0.1197, 0.1064, 0.1062, 0.0848, 0.0749, 0.0826]
}

{
  "formula": "C4H6OS2",
  "method": "ωB97M-V with the def2-TZVPD basis set",
  "homo_lumo_gap_ha": 0.2835,
  "total_energy_ha": -1027.51855,
  "spin_multiplicity": 1,
  "e_homo_ev": -8.9,
  "smiles": "OCC(=S)[C@@H]1CS1",
  "species": ["O", "C", "C", "S", "C", "C", "S", "H", "H", "H", "H", "H", "H"],
  "positions_angstrom": [[-1.83657, -1.41313, -0.02478], [-1.71055, -0.15011, -0.56444], [-0.33450, 0.53428, -0.05666], [-0.18934, 2.19862, -0.39011], [0.86484, -0.20826, 0.32665], [2.12024, 0.40997, 0.76002], [2.42714, -0.44078, -0.91131], [-2.64372, -1.79530, -0.31637], [-2.47257, 0.69277, -0.35796], [-1.57359, -0.11461, -1.58927], [0.79837, -1.22559, 0.87061], [2.09103, 1.35014, 0.51633], [2.45922, 0.16201, 1.73726]],
  "forces_ev_per_a": [[0.508, 0.172, 0.647], [1.715, 3.169, 2.879], [-0.889, 2.305, -2.316], [-0.453, -2.497, 0.775], [1.284, -3.261, 0.894], [-0.844, -3.852, -0.879], [-1.595, 0.349, 2.368], [-1.058, -0.612, -0.364], [0.597, -1.751, 0.190], [0.186, -0.407, -2.390], [-0.724, 1.602, -1.325], [0.360, 5.422, -0.711], [0.914, -0.639, 0.231]],
  "lowdin_charge": [-0.0283, -0.2863, -0.6102, 0.7150, -0.5456, -0.4375, 0.7435, 0.0805, 0.1249, 0.0804, 0.1338, -0.0569, 0.0867]
}

{
  "formula": "C4H6OZn",
  "method": "ωB97M-V with the def2-TZVPD basis set",
  "homo_lumo_gap_ha": [0.2809, 0.2386],
  "total_energy_ha": -2010.06666,
  "spin_multiplicity": 2,
  "s2": 0.752,
  "total_charge": 1,
  "e_homo_ev": [-13.0, -13.0],
  "species": ["H", "C", "C", "C", "H", "H", "H", "C", "O", "Zn", "H", "H"],
  "positions_angstrom": [[1.94450, 0.41936, 0.71907], [1.17606, -0.96921, -1.58623], [1.29063, -0.60878, -0.32710], [0.75543, -0.03171, 0.78073], [1.92707, -1.61082, -2.05079], [0.22794, -0.85822, -2.11752], [0.60307, -0.61992, 1.68906], [-1.12664, 1.31764, 0.62087], [-1.53912, 0.14775, 0.30701], [-3.11774, -0.88250, 0.52410], [-1.42046, 1.72136, 1.60085], [-0.72073, 1.97506, -0.16006]],
  "forces_ev_per_a": [[-1.862, 0.283, 1.015], [1.430, -1.039, 0.547], [-4.238, 0.135, -0.684], [5.747, 0.286, -0.449], [-0.043, 0.536, -0.125], [0.218, 0.235, 0.367], [-0.302, 0.063, -0.288], [-0.443, -2.071, -0.599], [-0.602, 2.216, -0.057], [-0.519, -0.401, 0.127], [0.514, 0.030, -0.190], [0.100, -0.273, 0.336]],
  "lowdin_charge": [0.1966, 0.0313, -0.1660, -0.0507, 0.0766, 0.0832, 0.0860, -0.0069, -0.3990, 0.9025, 0.1210, 0.1254]
}

{
  "formula": "C4H6S",
  "method": "ωB97M-V with the def2-TZVPD basis set",
  "homo_lumo_gap_ha": 0.3148,
  "total_energy_ha": -554.04750,
  "spin_multiplicity": 1,
  "e_homo_ev": -7.7,
  "smiles": "CSC1=CC1",
  "species": ["C", "S", "C", "C", "C", "H", "H", "H", "H", "H", "H"],
  "positions_angstrom": [[2.07603, 0.28913, 0.24250], [1.08995, -1.30161, 0.19275], [-0.42804, -0.63543, -0.03823], [-1.83546, -0.96633, 0.00535], [-1.48042, 0.42248, -0.29932], [2.73372, 0.29718, 1.23870], [1.39178, 1.01579, 0.34183], [2.63260, 0.56463, -0.74392], [-2.65017, -1.73421, 0.04711], [-1.78932, 0.81975, -1.32184], [-1.74067, 1.22863, 0.33505]],
  "forces_ev_per_a": [[3.758, -2.298, 0.188], [1.376, 1.131, -0.234], [-7.404, -1.791, 0.356], [5.035, -0.253, 0.155], [-1.039, 0.647, -2.417], [-1.130, -0.104, -2.554], [-2.560, 2.595, 0.581], [-0.584, -1.039, 1.927], [1.224, 1.022, -0.002], [1.074, -0.596, 0.514], [0.249, 0.685, 1.485]],
  "lowdin_charge": [-0.3594, 0.8725, -0.5906, -0.0473, -0.2296, 0.0832, -0.0490, 0.0731, 0.1011, 0.0922, 0.0539]
}

{
  "formula": "C4H6S",
  "method": "ωB97M-V with the def2-TZVPD basis set",
  "homo_lumo_gap_ha": 0.3550,
  "total_energy_ha": -554.06181,
  "spin_multiplicity": 1,
  "e_homo_ev": -8.7,
  "smiles": "C=CS.C#C",
  "species": ["C", "C", "S", "H", "H", "H", "H", "C", "C", "H", "H"],
  "positions_angstrom": [[1.42196, -0.81857, 1.65953], [1.22344, 0.45848, 1.96161], [0.78538, 1.76233, 0.88560], [1.26989, -1.25822, 0.71511], [1.60776, -1.54378, 2.41798], [1.33104, 0.90867, 2.89598], [0.64539, 1.00398, -0.27289], [-0.51297, -1.13415, -0.92531], [-1.13163, -2.14634, -0.97858], [-0.38431, -0.10871, -0.75841], [-1.55711, -3.08992, -1.20158]],
  "forces_ev_per_a": [[-0.278, 0.522, 1.014], [-0.022, -0.518, -1.681], [-0.206, -0.439, -1.479], [-0.045, -0.032, -1.125], [0.337, -0.185, 0.681], [0.255, 0.041, 1.762], [0.493, 1.066, 1.153], [-0.662, 0.757, 0.157], [-0.126, -1.387, -0.600], [0.403, 0.406, -0.071], [-0.149, -0.232, 0.190]],
  "lowdin_charge": [-0.0696, -0.5958, 0.7403, 0.0052, 0.0485, 0.0201, -0.1414, -0.0224, 0.0341, -0.0401, 0.0212]
}

Please write out number 7 again, unchanged.
{
  "formula": "C4H6OS2",
  "method": "ωB97M-V with the def2-TZVPD basis set",
  "homo_lumo_gap_ha": 0.2835,
  "total_energy_ha": -1027.51855,
  "spin_multiplicity": 1,
  "e_homo_ev": -8.9,
  "smiles": "OCC(=S)[C@@H]1CS1",
  "species": ["O", "C", "C", "S", "C", "C", "S", "H", "H", "H", "H", "H", "H"],
  "positions_angstrom": [[-1.83657, -1.41313, -0.02478], [-1.71055, -0.15011, -0.56444], [-0.33450, 0.53428, -0.05666], [-0.18934, 2.19862, -0.39011], [0.86484, -0.20826, 0.32665], [2.12024, 0.40997, 0.76002], [2.42714, -0.44078, -0.91131], [-2.64372, -1.79530, -0.31637], [-2.47257, 0.69277, -0.35796], [-1.57359, -0.11461, -1.58927], [0.79837, -1.22559, 0.87061], [2.09103, 1.35014, 0.51633], [2.45922, 0.16201, 1.73726]],
  "forces_ev_per_a": [[0.508, 0.172, 0.647], [1.715, 3.169, 2.879], [-0.889, 2.305, -2.316], [-0.453, -2.497, 0.775], [1.284, -3.261, 0.894], [-0.844, -3.852, -0.879], [-1.595, 0.349, 2.368], [-1.058, -0.612, -0.364], [0.597, -1.751, 0.190], [0.186, -0.407, -2.390], [-0.724, 1.602, -1.325], [0.360, 5.422, -0.711], [0.914, -0.639, 0.231]],
  "lowdin_charge": [-0.0283, -0.2863, -0.6102, 0.7150, -0.5456, -0.4375, 0.7435, 0.0805, 0.1249, 0.0804, 0.1338, -0.0569, 0.0867]
}